No. 1
{"formula": "C46H50N3OSi", "method": "ωB97M-V/def2-TZVPD", "elements": ["C", "N", "C", "O", "C", "C", "C", "C", "C", "C", "C", "C", "N", "C", "C", "C", "C", "C", "C", "C", "C", "C", "C", "C", "C", "C", "C", "H", "H", "H", "H", "H", "H", "H", "H", "H", "H", "H", "H", "H", "H", "H", "H", "H", "H", "H", "H", "H", "H", "H", "H", "H", "H", "H", "C", "C", "C", "C", "Si", "C", "C", "C", "C", "C", "C", "C", "C", "C", "C", "C", "C", "C", "C", "C", "C", "N", "C", "C", "H", "H", "H", "H", "H", "H", "H", "H", "H", "H", "H", "H", "H", "H", "H", "H", "H", "H", "H", "H", "H", "H", "H"], "xyz": [[4.39860, 6.07463, 2.08557], [3.71213, 5.14134, 1.22964], [4.39340, 4.43416, 0.27986], [5.59340, 4.52109, 0.01697], [3.40094, 3.49317, -0.38193], [3.80995, 2.02916, -0.25374], [3.93858, 1.64271, 1.19795], [5.11595, 1.93403, 1.89430], [5.23093, 1.62934, 3.24997], [4.16568, 1.02673, 3.92509], [3.00483, 0.69237, 3.22218], [2.90089, 0.97742, 1.85836], [2.15149, 3.77818, 0.31186], [1.01081, 3.12352, 0.01450], [-0.18671, 3.28093, 0.70925], [-1.34773, 2.55365, 0.44014], [-2.63027, 2.86110, 1.01708], [-3.82370, 2.34956, 0.43325], [-5.07162, 2.61810, 0.98365], [-5.18218, 3.41650, 2.13252], [-4.02774, 3.97203, 2.70248], [-2.77299, 3.70858, 2.15654], [2.30647, 4.79533, 1.37733], [2.01751, 4.25733, 2.80576], [1.54980, 5.47096, 3.60517], [1.21170, 6.60338, 2.60692], [1.43230, 6.06794, 1.19409], [5.43150, 6.17193, 1.73837], [3.91275, 7.05583, 2.04511], [4.41223, 5.73085, 3.12914], [3.30690, 3.78974, -1.43902], [3.06414, 1.40367, -0.75555], [4.77945, 1.91270, -0.75726], [5.94117, 2.41316, 1.36067], [6.15474, 1.87073, 3.77696], [4.24613, 0.80875, 4.99227], [2.17206, 0.20853, 3.73514], [2.00278, 0.69545, 1.30088], [1.05591, 2.42409, -0.82869], [-0.20040, 4.03666, 1.49384], [-1.29939, 1.76551, -0.31613], [-3.73443, 1.73886, -0.46733], [-5.97068, 2.21587, 0.51493], [-6.16210, 3.63090, 2.56066], [-4.11352, 4.62473, 3.57271], [-1.88178, 4.14094, 2.61911], [1.24898, 3.47833, 2.75303], [2.92667, 3.78361, 3.20091], [0.67464, 5.21698, 4.21660], [2.34001, 5.79049, 4.29649], [0.17924, 6.94921, 2.74122], [1.86105, 7.46969, 2.78810], [1.95773, 6.77645, 0.54029], [0.49109, 5.79765, 0.70520], [-5.87391, -4.31400, -2.70800], [-5.04138, -5.22285, -3.36758], [-3.65704, -5.18185, -3.17227], [-3.10485, -4.22818, -2.31048], [-1.27981, -4.14130, -2.03987], [-0.40728, -5.50305, -2.94044], [0.54360, -5.17740, -3.91823], [1.18824, -6.19138, -4.63316], [0.90017, -7.53434, -4.37037], [-0.03440, -7.86182, -3.38393], [-0.69124, -6.85075, -2.67263], [-0.64952, -2.47608, -2.54142], [-1.32119, -1.80290, -3.56890], [-0.84572, -0.56587, -4.01597], [0.28487, 0.01032, -3.42721], [0.92922, -0.64547, -2.37327], [0.46158, -1.88674, -1.92251], [-0.98130, -4.24770, -0.18852], [-1.38524, -5.57939, 0.46902], [-1.87760, -5.16395, 1.86280], [-2.14428, -3.65149, 1.80810], [-1.69371, -3.19556, 0.49281], [-3.93872, -3.34347, -1.61726], [-5.32275, -3.37568, -1.82851], [-6.95126, -4.34033, -2.87733], [-5.46312, -5.96766, -4.04141], [-3.00027, -5.88622, -3.68616], [0.76802, -4.12692, -4.11562], [1.91661, -5.92871, -5.39939], [1.40134, -8.32310, -4.93309], [-0.26181, -8.90530, -3.16726], [-1.43201, -7.11282, -1.91274], [-2.21204, -2.25119, -4.01559], [-1.35986, -0.05909, -4.83091], [0.66436, 0.96620, -3.79133], [1.80854, -0.20313, -1.90392], [0.97054, -2.39708, -1.10069], [0.12116, -4.12984, -0.14976], [-2.18987, -6.05792, -0.10141], [-0.53895, -6.27121, 0.48734], [-2.76612, -5.71732, 2.16710], [-1.09022, -5.36641, 2.59133], [-3.21261, -3.43370, 1.94502], [-1.60580, -3.11330, 2.60086], [-1.26219, -2.27548, 0.46657], [-3.49658, -2.65222, -0.89385], [-5.96481, -2.67088, -1.30240]], "mulliken_charge": [-0.9828, 0.2891, -0.0319, -0.6763, 0.1297, -0.1305, 0.2733, -0.1725, -0.7514, -0.4867, -0.8051, 0.0312, 0.4895, -0.5207, 0.7016, -0.9515, 0.6880, -0.6004, -0.6230, -0.3651, -0.7153, -0.1911, 0.3435, -0.9825, -0.9631, -0.6902, -1.1839, 0.4297, 0.2723, 0.2725, 0.4939, -0.6535, 0.7168, 0.4492, 0.4094, 0.3991, 0.4218, 0.5177, 0.7602, -0.3385, 0.4851, 0.4320, 0.3878, 0.3876, 0.3942, 0.5546, 0.4805, 0.3051, 0.3869, 0.4089, 0.4326, 0.4003, 0.4054, 0.3398, -0.5202, -0.6456, -0.3822, 0.4126, -0.2543, 0.5299, -0.5789, -0.6550, -0.5557, -0.7693, -0.0876, 0.2929, -0.3536, -0.8424, -0.4700, -0.5322, -0.3013, 0.4629, -0.5385, -0.6981, -0.6836, -0.1296, -0.0504, -0.6745, 0.3695, 0.3972, 0.3868, 0.3041, 0.3881, 0.3785, 0.3932, 0.3433, 0.4544, 0.4189, 0.4305, 0.4553, 0.3432, 0.1911, 0.0660, 0.3454, 0.3308, 0.3041, 0.2932, 0.2902, 0.1830, 0.4941, 0.3904], "total_charge": 1, "homo_energy_ev": -9.6, "orbital_gap_ha": 0.177, "lumo_energy_ha": -0.1761, "energy_ev": -62903.9022}

---

No. 2
{"formula": "C20H34BeBr4F12N2O21S4", "method": "ωB97M-V/def2-TZVPD", "elements": ["Be", "C", "F", "F", "F", "S", "O", "O", "N", "S", "O", "O", "C", "F", "F", "F", "C", "F", "F", "F", "S", "O", "O", "N", "S", "O", "O", "C", "F", "F", "F", "Br", "C", "C", "Br", "H", "H", "H", "H", "Br", "C", "C", "Br", "H", "H", "H", "H", "C", "C", "C", "O", "C", "O", "O", "H", "H", "H", "H", "H", "H", "C", "C", "C", "O", "C", "O", "O", "H", "H", "H", "H", "H", "H", "C", "C", "C", "O", "C", "O", "O", "H", "H", "H", "H", "H", "H", "O", "H", "H", "O", "H", "H", "O", "H", "H", "O", "H", "H"], "xyz": [[-9.59504, 17.40147, -15.78863], [-12.36983, 14.79455, -13.74796], [-11.54669, 15.33134, -12.84019], [-12.92850, 13.76621, -13.11119], [-13.28760, 15.61887, -14.20654], [-11.29819, 14.14363, -15.19233], [-10.10041, 13.81441, -14.46036], [-12.03882, 13.05383, -15.73151], [-10.92716, 15.54258, -16.04847], [-11.97879, 15.66744, -17.23762], [-13.30795, 15.20248, -17.03142], [-11.91369, 17.09174, -17.52355], [-11.18719, 14.68118, -18.70896], [-11.52322, 13.42536, -18.52234], [-11.71454, 15.09322, -19.85300], [-9.87474, 14.87911, -18.79341], [-9.52673, 21.27115, -16.04270], [-9.71736, 22.56596, -15.94486], [-8.24079, 21.05002, -16.28599], [-9.87624, 20.65474, -14.91636], [-10.53809, 20.44376, -17.40318], [-11.84360, 20.25066, -16.85583], [-10.48102, 21.34313, -18.51035], [-9.73308, 18.97695, -17.56240], [-8.63436, 18.95093, -18.69821], [-7.94419, 20.18109, -18.96006], [-7.77646, 17.79733, -18.61374], [-9.62285, 18.56284, -20.26417], [-10.71473, 19.31839, -20.36053], [-8.87611, 18.85724, -21.32765], [-9.94787, 17.28577, -20.22815], [-11.92016, 25.04272, -18.82699], [-12.48178, 23.46723, -17.80101], [-13.69916, 23.87746, -17.02252], [-14.12459, 22.49871, -15.65010], [-11.66990, 23.34272, -17.09725], [-12.68328, 22.68993, -18.52339], [-14.57795, 24.00377, -17.65041], [-13.62326, 24.78270, -16.42987], [-9.30969, 26.96664, -14.27030], [-8.61598, 25.50393, -15.37561], [-7.08213, 25.43553, -15.35425], [-6.65393, 24.96975, -13.49750], [-9.09480, 25.70975, -16.32831], [-8.98615, 24.56802, -14.97271], [-6.65511, 26.40533, -15.58843], [-6.66128, 24.65358, -15.97849], [-13.44197, 17.40166, -22.05927], [-14.63517, 16.95516, -21.24811], [-15.80081, 16.42677, -22.12370], [-15.71363, 15.03023, -21.86666], [-14.93560, 14.77810, -20.78059], [-14.92625, 13.70248, -20.28196], [-14.33736, 15.89049, -20.34345], [-12.87363, 16.55009, -22.43403], [-12.72459, 17.86520, -21.37248], [-13.70647, 18.21897, -22.72652], [-15.04621, 17.78260, -20.66940], [-15.63534, 16.73507, -23.15127], [-16.71066, 16.83636, -21.68574], [-9.06665, 23.80318, -22.60888], [-8.92064, 23.48576, -21.10673], [-7.49186, 23.07910, -20.80049], [-7.18157, 23.82260, -19.60593], [-8.11251, 24.80732, -19.46187], [-8.06878, 25.62573, -18.60237], [-9.09459, 24.70186, -20.38627], [-8.65818, 22.95244, -23.15042], [-8.60492, 24.77569, -22.77686], [-10.11438, 23.97285, -22.85943], [-9.63098, 22.68705, -20.88483], [-6.83271, 23.61875, -21.48972], [-7.29642, 22.01234, -20.78536], [-4.95984, 22.02276, -17.78376], [-5.18023, 20.98602, -16.71053], [-3.85578, 20.36786, -16.22942], [-3.67659, 20.84793, -14.91250], [-4.70843, 21.67496, -14.54282], [-4.79816, 22.17685, -13.47404], [-5.57157, 21.76672, -15.55623], [-4.78117, 21.51657, -18.74266], [-4.12956, 22.71928, -17.68187], [-5.86164, 22.59018, -18.01895], [-6.04629, 20.33935, -16.81257], [-3.08604, 20.75744, -16.89761], [-3.85867, 19.28751, -16.37723], [-8.23589, 20.80115, -12.03028], [-8.13512, 21.42064, -12.76106], [-8.03302, 19.94251, -12.41031], [-13.73132, 19.75697, -13.78271], [-13.91646, 20.27190, -12.99079], [-13.45428, 20.40502, -14.44039], [-11.31916, 18.31006, -14.20423], [-12.22881, 18.57434, -14.42689], [-11.11496, 18.79466, -13.39714], [-8.18305, 15.83846, -16.94309], [-8.40706, 14.97374, -16.57221], [-7.80631, 15.65993, -17.81228]], "mulliken_charge": [1.1623, 0.7011, -0.2297, -0.2293, -0.1920, 0.8445, -0.7106, -0.5055, -0.0578, 0.5135, -0.5077, -0.3833, 0.6059, -0.1792, -0.1411, -0.1603, 0.3933, -0.1805, -0.2685, -0.1178, 0.3208, -0.5033, -0.2391, 0.2156, 0.3945, -0.2548, -0.6019, 0.5522, -0.1988, -0.2171, -0.1839, -0.1616, 0.2051, -0.6659, -0.1598, -0.3206, 0.3046, 0.4619, 0.4280, -0.1244, -0.3506, -0.1351, -0.1769, 0.2164, 0.1538, 0.4820, -0.0348, -1.0895, 0.3755, -0.4549, -0.3736, 0.4735, -0.5179, -0.0871, 0.3560, -0.0128, 0.4472, 0.2738, 0.3253, 0.2910, -1.6195, 0.9424, -0.4683, -0.3096, 0.6097, -0.5767, -0.3317, 0.3928, 0.3755, 0.4005, -0.0787, 0.3694, 0.3361, -1.4013, 1.0888, -0.3990, -0.3906, 0.4654, -0.4928, -0.0588, 0.4343, 0.4491, 0.0979, -0.2906, 0.2643, 0.3512, -0.5951, 0.3166, 0.2813, -0.6693, 0.3079, 0.2037, -0.3810, 0.2068, 0.2566, -0.4441, 0.2952, 0.2912], "total_charge": 0, "homo_energy_ev": -9.4, "orbital_gap_ha": 0.188, "lumo_energy_ha": -0.1576, "energy_ev": -423786.4503}

---

No. 3
{"formula": "C4H6OS2", "method": "ωB97M-V/def2-TZVPD", "elements": ["O", "C", "C", "S", "C", "S", "C", "H", "H", "H", "H", "H", "H"], "xyz": [[2.41241, 1.02432, 0.64548], [1.44382, 0.07502, 0.85968], [0.57919, -0.65465, -0.14890], [-0.23400, -0.49698, -1.72851], [-1.88289, -0.33423, -0.86939], [-1.71253, -0.00022, 0.95654], [-0.00309, 0.44560, 0.69287], [2.15587, 1.55788, -0.13865], [1.78917, -0.58592, 1.66250], [0.36766, -1.62086, 0.26929], [-2.43989, 0.48993, -1.33774], [-2.46216, -1.28109, -0.99231], [-0.01356, 1.38121, 0.12914]], "mulliken_charge": [-0.5304, 0.0573, -0.2321, -0.1474, -0.5915, -0.1304, -0.3183, 0.3354, 0.3420, 0.2777, 0.3494, 0.3535, 0.2348], "e_above_lowest_ev": 2.9041, "total_charge": 0, "homo_energy_ev": -8.6, "orbital_gap_ha": 0.342, "lumo_energy_ha": 0.0241, "smiles": "OC1[C@@H]2SCS[C@@H]12", "energy_ev": -27960.3745}

---

No. 4
{"formula": "C3H8N2OS", "method": "ωB97M-V/def2-TZVPD", "elements": ["C", "C", "C", "N", "N", "O", "S", "H", "H", "H", "H", "H", "H", "H", "H"], "xyz": [[-0.22035, 0.23244, -1.29131], [-1.57198, 0.56520, -0.60230], [0.59028, 0.41513, 0.82656], [0.64359, -0.41525, -0.23996], [1.43485, -0.10122, 2.00460], [-1.39236, 2.14312, 1.62881], [-1.21521, 0.74086, 1.20637], [-0.39127, -0.58483, -2.02837], [0.34122, 1.22651, -1.65379], [-1.92747, 1.52857, -0.87285], [-2.31275, -0.25738, -1.00892], [0.95729, 1.38360, 0.52492], [0.29594, -1.32857, -0.07038], [2.39960, -0.36197, 1.72853], [0.82966, -1.00832, 2.05407]], "mulliken_charge": [-0.6398, -0.4377, -0.1906, -0.4537, -0.6212, -0.6073, 0.3657, 0.3462, 0.2739, 0.3472, 0.2896, 0.3928, 0.2923, 0.3018, 0.3411], "e_above_lowest_ev": 3.1965, "total_charge": 0, "homo_energy_ev": -8.8, "orbital_gap_ha": 0.344, "lumo_energy_ha": 0.0207, "energy_ev": -19101.3056}